{
  "formula": "C14H28F6N3O14P",
  "method": "ωB97M-V/def2-TZVPD",
  "species": ["C", "N", "O", "O", "H", "H", "H", "C", "N", "O", "O", "H", "H", "H", "C", "N", "O", "O", "H", "H", "H", "C", "O", "P", "O", "O", "C", "O", "C", "H", "H", "H", "H", "H", "H", "H", "H", "H", "C", "C", "O", "C", "O", "C", "F", "F", "F", "H", "H", "H", "H", "H", "C", "C", "O", "C", "O", "C", "F", "F", "F", "H", "H", "H", "H", "H"],
  "coordinates": [[-1.34867, -1.55684, -1.49800], [-1.17275, -2.33291, -2.75052], [-2.03350, -2.32041, -3.60641], [-0.05046, -2.71605, -2.98904], [-0.60406, -1.78024, -0.73396], [-2.30715, -1.77845, -1.02865], [-1.23272, -0.48941, -1.68569], [0.92818, 3.34378, 3.23725], [0.46985, 2.31225, 2.27542], [-0.66664, 2.33299, 1.86396], [1.38317, 1.45278, 1.98322], [2.01129, 3.36969, 3.35688], [0.38826, 3.18735, 4.17111], [0.50090, 4.23691, 2.78134], [-0.27305, 1.06339, 0.38995], [0.06494, 0.63928, -0.97045], [-0.59939, 1.09720, -1.90172], [0.98961, -0.14207, -1.12708], [-0.26860, 2.15339, 0.38927], [0.47774, 0.75211, 1.11626], [-1.24497, 0.66435, 0.68019], [2.82137, -0.83352, 1.90842], [1.49084, -0.45265, 1.49631], [0.23924, -1.30946, 2.06431], [-1.09803, -0.74907, 1.59699], [0.47570, -2.84853, 1.59723], [0.13411, -3.34273, 0.32746], [0.43007, -1.25597, 3.66028], [0.48773, -0.06098, 4.32448], [3.25270, -0.14858, 2.63842], [3.53366, -0.83523, 1.08335], [2.84253, -1.81487, 2.38235], [-0.32211, -2.60498, -0.33260], [-0.70567, -4.03647, 0.36731], [1.01941, -3.78608, -0.12836], [-0.27843, -0.02398, 5.09890], [0.32549, 0.82086, 3.70469], [1.45244, 0.17567, 4.77329], [1.66460, -2.74600, -1.20787], [2.62653, -1.65391, -1.61242], [2.06477, -0.82855, -2.62024], [2.78828, 0.26714, -2.97686], [3.99097, 0.36241, -2.88674], [1.88148, 1.34575, -3.55949], [1.04917, 0.87737, -4.46181], [1.19408, 1.90269, -2.60146], [2.66241, 2.27526, -4.17305], [1.34106, -3.26507, -2.11008], [0.70330, -2.38283, -0.84439], [2.05183, -3.33237, -0.37461], [3.46731, -2.13368, -2.11344], [2.84370, -1.15659, -0.66711], [-1.90957, 3.41611, -1.05190], [-3.05526, 2.35805, -1.54118], [-3.61571, 1.48775, -0.52096], [-3.29216, 0.21233, -0.49323], [-2.55786, -0.29962, -1.34436], [-3.87990, -0.58858, 0.71932], [-3.11844, -0.71141, 1.74442], [-4.98345, 0.10992, 1.15105], [-4.20400, -1.75773, 0.25838], [-2.06239, 3.81353, -0.04850], [-1.84328, 4.21457, -1.79093], [-0.96765, 2.86851, -1.08375], [-2.56459, 1.88772, -2.39332], [-3.78825, 3.07471, -1.91161]],
  "atomic_forces_ev_per_a": [[3.969, -5.868, 0.172], [0.820, 1.403, -0.790], [-0.942, -0.174, 0.704], [-0.377, -0.643, -1.106], [-1.129, 2.180, -2.224], [1.559, -2.786, -0.637], [2.218, -2.433, -1.870], [-1.050, 0.789, -0.417], [3.482, -0.267, 1.465], [-0.076, 1.937, 5.128], [-1.136, 7.004, 2.924], [-0.331, -0.223, -0.230], [0.151, -0.150, 0.014], [0.378, 0.386, 0.322], [-0.505, 0.124, -3.878], [0.576, 0.166, 0.438], [-0.072, -1.030, 1.070], [-3.655, 2.677, 2.960], [0.175, -0.853, -2.637], [-1.745, -0.110, -2.874], [0.379, 1.031, -1.092], [0.478, -0.364, 0.490], [1.044, -5.656, 0.443], [-1.804, -0.540, -1.451], [5.138, -3.273, 2.171], [0.535, 2.126, 2.559], [-3.846, -3.625, 1.927], [0.249, -2.517, -1.944], [-0.356, 2.611, 1.155], [-0.501, 0.371, 0.070], [-0.499, 0.001, -0.260], [-0.137, -0.120, -0.180], [0.106, -2.897, 2.873], [-0.148, -0.615, 0.983], [-2.880, -1.586, 1.893], [0.062, -0.241, 0.081], [-0.433, -0.722, 0.091], [0.266, -0.694, 0.121], [2.312, 2.529, -2.683], [1.026, -1.867, -0.454], [2.565, 0.900, -3.382], [0.982, -2.773, 0.249], [-1.159, 0.467, 0.248], [1.629, 0.134, -1.100], [-0.549, -0.380, -0.529], [1.356, 2.063, -0.215], [-0.513, -0.189, 0.424], [0.948, -0.939, 0.982], [3.872, 1.288, -2.090], [2.316, 0.886, -1.190], [0.610, 0.198, 0.644], [0.594, 0.627, -0.815], [-0.687, -1.820, -0.005], [1.796, 2.734, -0.086], [0.162, 0.963, 0.553], [1.357, 0.997, -1.798], [-12.763, 9.255, 2.567], [-1.417, 2.724, -0.778], [-1.349, -0.078, 1.080], [0.181, -0.801, -0.464], [-0.766, -1.507, -0.269], [-0.289, 0.073, -0.104], [-0.325, 0.016, 0.039], [-0.342, 0.643, 0.014], [-0.648, -0.691, 0.397], [-0.859, -0.865, 0.302]],
  "lumo_energy_ev": -1.350,
  "e_tot_ev": -73672.9696,
  "total_charge": 0
}



{
  "formula": "C4H6NO3S",
  "method": "ωB97M-V/def2-TZVPD",
  "species": ["C", "C", "C", "C", "N", "O", "O", "O", "S", "H", "H", "H", "H", "H", "H"],
  "coordinates": [[0.46585, 2.29385, 2.92575], [0.51353, 0.85115, 0.74894], [-0.50835, -1.92829, -2.26513], [-0.40777, -0.94756, -1.10453], [1.40575, 0.25279, 0.02181], [-0.68875, 0.99007, 0.78617], [1.18826, 1.64838, 2.05624], [0.91316, -0.44659, -1.10865], [1.09250, 3.09971, 4.19925], [-0.61926, 2.27220, 2.76487], [-1.52258, -2.31791, -2.33295], [-0.25325, -1.42522, -3.19319], [0.18386, -2.75163, -2.11501], [-0.62440, -1.45387, -0.15436], [-1.13856, -0.13708, -1.22921]],
  "atomic_forces_ev_per_a": [[-0.006, -1.013, -1.495], [-0.916, 0.182, 0.346], [0.175, 0.263, 0.369], [-0.444, -0.051, 0.073], [0.596, 0.832, 1.698], [-0.483, 0.159, -0.120], [0.617, -0.417, -0.570], [-0.029, 0.174, -0.347], [0.173, 0.302, 0.477], [0.182, -0.127, -0.191], [-0.079, -0.038, -0.038], [0.007, 0.027, -0.180], [0.080, -0.158, -0.047], [0.017, 0.074, -0.077], [0.110, -0.210, 0.100]],
  "de_lowest_ev": 3.0073,
  "smiles": "CCO/N=C(\\[O-])OC=S",
  "lumo_energy_ev": 3.526,
  "e_tot_ev": -22712.2282,
  "total_charge": -1
}



{
  "formula": "C2H3Br2FSi",
  "method": "ωB97M-V/def2-TZVPD",
  "species": ["C", "C", "F", "Si", "Br", "Br", "H", "H", "H"],
  "coordinates": [[-1.50339, 0.60019, 0.24868], [-0.72222, -0.09923, -0.49909], [1.50294, -0.51863, 1.72821], [1.32990, -0.38010, 0.11249], [2.13697, -2.24458, -0.73152], [2.25455, 1.56369, -0.55539], [-2.51898, 0.62877, -0.22058], [-1.50741, 1.01761, 1.29081], [-0.97236, -0.56771, -1.37361]],
  "atomic_forces_ev_per_a": [[-10.011, 7.237, 6.477], [12.755, -6.336, -2.886], [-0.186, 0.303, -1.317], [-3.115, 0.730, -0.431], [0.082, 0.357, -0.016], [0.038, -0.754, 0.356], [0.471, 0.663, 0.866], [0.622, -0.986, -1.207], [-0.656, -1.215, -1.842]],
  "multiplicity": 3,
  "de_lowest_ev": 1.3883,
  "lumo_energy_ev": [0.301, -3.125],
  "e_tot_ev": -152800.6785,
  "s_squared": 2.008,
  "total_charge": 0
}



{
  "formula": "C62H46Cl3N5OP2Se2SiTc",
  "method": "ωB97M-V/def2-TZVPD",
  "species": ["Tc", "Cl", "C", "C", "C", "Cl", "C", "O", "C", "Cl", "C", "H", "H", "Se", "P", "C", "C", "C", "C", "C", "C", "C", "C", "C", "C", "C", "C", "C", "C", "N", "N", "N", "P", "Se", "C", "C", "C", "C", "C", "C", "C", "C", "C", "C", "C", "C", "H", "H", "H", "H", "H", "H", "H", "H", "H", "H", "H", "H", "H", "H", "H", "H", "H", "H", "H", "H", "C", "C", "C", "C", "C", "C", "N", "N", "C", "C", "C", "C", "C", "C", "H", "H", "H", "H", "H", "H", "H", "H", "H", "C", "C", "C", "C", "C", "C", "Si", "C", "C", "C", "C", "C", "C", "C", "C", "C", "C", "C", "C", "H", "H", "H", "H", "H", "H", "H", "H", "H", "H", "H", "H", "H", "H", "H"],
  "coordinates": [[-1.12862, 0.73438, -0.49511], [0.13128, 5.82648, -6.19254], [-0.17235, 4.69528, -4.90998], [0.74543, 3.69225, -4.65672], [0.49406, 2.80783, -3.62426], [1.62946, 1.54158, -3.29321], [-0.65451, 2.89394, -2.82965], [-0.82055, 2.02991, -1.84490], [-1.56841, 3.90535, -3.14164], [-3.03687, 4.02725, -2.24808], [-1.33085, 4.80683, -4.16416], [1.64519, 3.59640, -5.24827], [-2.05377, 5.58233, -4.37445], [0.08466, -6.34899, -2.20113], [1.09516, -4.93336, -1.04031], [1.02209, -5.28858, 0.73874], [0.35597, -4.44645, 1.62601], [0.23564, -4.79596, 2.96393], [0.78325, -5.98329, 3.42542], [1.43035, -6.83845, 2.54091], [1.53472, -6.50138, 1.20122], [2.83288, -4.88876, -1.56401], [3.05816, -4.52059, -2.89239], [4.33211, -4.58549, -3.42875], [5.39469, -5.02871, -2.64852], [5.17747, -5.39993, -1.33045], [3.89783, -5.33509, -0.78980], [0.44197, -3.23439, -1.15894], [0.71380, -1.94151, -0.70119], [-0.40282, -1.21293, -0.99443], [-1.28339, -2.00130, -1.60340], [-0.79710, -3.19922, -1.71263], [1.97113, -1.01594, 0.18630], [1.05778, 0.86942, 0.79315], [2.47397, -1.91061, 1.68101], [2.07313, -1.45720, 2.93631], [2.45357, -2.14837, 4.07796], [3.23781, -3.28709, 3.97803], [3.64904, -3.73624, 2.73018], [3.27074, -3.04957, 1.59001], [3.45903, -0.67830, -0.79922], [3.84508, 0.64692, -0.99066], [5.00855, 0.94669, -1.68325], [5.79795, -0.07192, -2.19189], [5.41574, -1.39459, -2.01289], [4.25351, -1.69912, -1.32286], [-0.08491, -3.51857, 1.28283], [-0.29197, -4.13466, 3.64081], [0.69081, -6.25430, 4.47012], [1.83452, -7.78004, 2.89138], [1.98513, -7.19662, 0.50201], [2.22388, -4.20636, -3.50927], [4.49621, -4.29758, -4.45977], [6.39002, -5.09072, -3.07216], [6.00064, -5.75171, -0.72083], [3.73707, -5.63688, 0.23765], [1.47271, -0.56237, 3.02727], [2.13626, -1.78659, 5.04795], [3.53147, -3.82425, 4.87116], [4.25995, -4.62645, 2.64194], [3.59730, -3.41557, 0.62927], [3.23324, 1.44935, -0.60461], [5.28997, 1.98223, -1.82533], [6.70701, 0.16153, -2.73191], [6.01800, -2.19874, -2.41347], [3.97358, -2.73804, -1.21964], [-4.18450, 1.28805, -5.21958], [-2.89628, 0.83480, -4.97485], [-2.50549, 0.49704, -3.68730], [-3.41899, 0.61521, -2.65082], [-4.71859, 1.04120, -2.88829], [-5.09580, 1.38214, -4.17631], [-3.00929, 0.30198, -1.30743], [-3.87034, -0.32816, -0.64779], [-3.42497, -0.65687, 0.61819], [-4.26224, -1.43133, 1.42677], [-3.80083, -1.85074, 2.65231], [-2.50686, -1.49869, 3.04907], [-1.69442, -0.71571, 2.25022], [-2.13232, -0.24965, 0.99983], [-4.48100, 1.56170, -6.22451], [-2.18721, 0.74034, -5.78759], [-1.51060, 0.12188, -3.49443], [-5.41483, 1.11254, -2.06376], [-6.10373, 1.72964, -4.36467], [-5.24505, -1.69963, 1.06010], [-4.42304, -2.45731, 3.29687], [-2.13323, -1.83920, 4.00917], [-0.70565, -0.45916, 2.60085], [-6.07582, 3.76921, 1.89613], [-5.73075, 3.05741, 0.75599], [-4.40425, 2.72185, 0.52126], [-3.39081, 3.07781, 1.41118], [-3.76252, 3.79738, 2.55394], [-5.08553, 4.14332, 2.79421], [-1.56597, 2.69599, 1.10863], [-0.81884, 2.55736, 2.83965], [0.42531, 3.12392, 3.13512], [0.99221, 3.01155, 4.39843], [0.31467, 2.33727, 5.40444], [-0.93672, 1.79262, 5.14397], [-1.49401, 1.90643, 3.87791], [-0.76592, 4.23541, 0.34151], [-1.43821, 5.45797, 0.43087], [-0.89317, 6.62540, -0.08824], [0.34540, 6.59988, -0.71313], [1.03501, 5.39926, -0.80913], [0.48293, 4.23630, -0.28882], [-7.10985, 4.03246, 2.08438], [-6.49605, 2.76209, 0.04666], [-4.15634, 2.18181, -0.38083], [-3.00597, 4.09639, 3.27200], [-5.34244, 4.70339, 3.68562], [0.96231, 3.66982, 2.36731], [1.95929, 3.45855, 4.59792], [0.75029, 2.25294, 6.39317], [-1.48404, 1.28507, 5.93058], [-2.47771, 1.48833, 3.69918], [-2.41778, 5.50301, 0.89517], [-1.44441, 7.55532, -0.01171], [0.76790, 7.50777, -1.12734], [1.99973, 5.36347, -1.30285], [1.03248, 3.31007, -0.40418]],
  "atomic_forces_ev_per_a": [[0.935, 0.275, -0.307], [-0.001, -0.009, 0.007], [0.002, 0.023, -0.017], [0.028, -0.041, 0.013], [0.024, 0.025, -0.049], [-0.001, 0.016, 0.003], [-0.025, -0.006, 0.165], [-0.083, 0.136, -0.353], [-0.029, 0.020, -0.024], [0.007, 0.007, 0.019], [-0.019, -0.002, 0.020], [-0.027, 0.005, 0.014], [0.018, -0.012, 0.005], [-0.024, 0.015, 0.038], [-0.053, 0.026, 0.104], [-0.004, -0.014, 0.030], [-0.012, 0.003, 0.037], [-0.002, -0.008, -0.014], [-0.005, -0.006, -0.019], [-0.007, 0.009, 0.016], [-0.011, -0.010, -0.014], [0.032, -0.009, -0.032], [0.015, -0.005, -0.015], [-0.014, 0.023, -0.002], [0.005, 0.006, 0.004], [-0.004, 0.003, 0.001], [0.033, -0.034, 0.000], [-0.125, -0.002, -0.153], [-0.043, 0.105, 0.100], [-0.419, -0.146, 0.281], [0.158, -0.144, 0.057], [0.027, 0.130, -0.055], [-0.025, 0.062, 0.034], [-0.024, -0.065, -0.017], [0.076, 0.052, 0.041], [-0.038, -0.039, -0.015], [0.017, 0.002, 0.006], [0.014, -0.004, -0.029], [-0.012, 0.003, 0.022], [0.037, 0.034, 0.000], [0.022, -0.056, -0.039], [0.040, 0.015, 0.035], [0.012, -0.001, -0.013], [-0.012, -0.021, 0.014], [-0.007, 0.028, 0.002], [-0.027, -0.068, -0.044], [0.004, -0.043, -0.009], [0.018, -0.018, -0.019], [0.002, 0.005, -0.018], [-0.009, 0.017, -0.006], [-0.010, 0.012, 0.007], [0.007, -0.003, 0.012], [-0.004, -0.008, 0.024], [-0.026, 0.002, 0.013], [-0.017, 0.008, -0.012], [0.004, -0.003, -0.031], [0.010, 0.004, 0.000], [0.006, -0.003, -0.017], [-0.008, 0.004, -0.013], [-0.014, 0.017, 0.012], [0.010, 0.036, 0.035], [-0.004, -0.006, 0.010], [-0.003, -0.019, -0.003], [-0.016, -0.003, 0.010], [-0.009, 0.006, 0.000], [0.005, 0.083, -0.026], [-0.011, 0.006, -0.025], [0.042, -0.011, 0.029], [-0.085, 0.015, -0.036], [0.009, 0.020, 0.061], [0.001, -0.001, -0.055], [-0.021, 0.000, 0.017], [0.015, 0.003, -0.150], [-0.042, -0.049, 0.016], [0.000, 0.003, 0.045], [-0.009, 0.002, -0.023], [0.022, -0.015, 0.040], [-0.036, -0.030, 0.036], [-0.051, -0.018, -0.082], [-0.146, -0.096, 0.209], [0.009, -0.007, 0.025], [-0.014, 0.001, 0.006], [0.041, -0.009, 0.019], [0.003, -0.007, 0.000], [0.018, -0.004, 0.003], [0.023, 0.010, 0.003], [0.004, 0.001, -0.007], [-0.005, 0.005, -0.013], [0.022, 0.019, 0.021], [0.008, -0.001, -0.003], [-0.005, 0.010, 0.008], [-0.015, -0.001, -0.012], [-0.045, 0.008, 0.052], [0.017, 0.008, 0.001], [-0.001, -0.008, -0.017], [-0.208, -0.306, 0.040], [0.058, 0.006, 0.046], [-0.006, -0.018, 0.012], [-0.003, 0.001, -0.001], [-0.002, 0.002, 0.003], [0.004, 0.002, -0.005], [0.006, -0.010, 0.004], [0.006, 0.056, -0.047], [-0.021, 0.036, 0.015], [0.000, -0.004, 0.000], [0.000, -0.005, 0.003], [-0.012, 0.001, 0.004], [-0.024, 0.043, -0.004], [0.026, -0.009, -0.008], [0.025, 0.010, 0.024], [-0.006, 0.043, 0.031], [-0.030, -0.009, -0.028], [0.005, -0.014, -0.022], [0.003, -0.005, 0.000], [-0.034, -0.014, -0.007], [-0.008, 0.001, -0.023], [0.019, 0.019, -0.029], [0.018, -0.011, -0.009], [0.044, -0.010, -0.019], [0.014, -0.023, -0.002], [-0.012, -0.028, 0.011], [-0.024, -0.003, 0.013], [0.014, -0.014, 0.003]],
  "multiplicity": 2,
  "de_lowest_ev": 0.0000,
  "lumo_energy_ev": [-1.150, -0.838],
  "e_tot_ev": -271454.2728,
  "s_squared": 0.776,
  "total_charge": 0
}